C3H37NO15 | ωB97M-V/def2-TZVPD

The spin multiplicity is 2. Its HOMO energy (alpha / beta) is -13.56 / -13.56 eV. The value obtained for the relative energy (zero: lowest compared OMol25 entry of this formula, charge and spin) is 0.050 eV. The net charge is +1. The calculation puts the frontier orbital gap (alpha / beta) at 10.419 / 5.295 eV. As for the LUMO energy (alpha / beta): -3.143 / -8.267 eV.

Positions of all 56 atoms, in Å:
C 3.213 0.029 0.312
N 2.028 -0.803 0.365
C 1.876 -1.666 1.509
O 1.728 -2.957 0.900
C 3.462 0.899 1.567
H 3.183 0.748 -0.512
H 4.077 -0.599 0.065
H 1.162 -0.286 0.164
H 1.116 -1.433 2.244
H 2.764 -1.698 2.130
H 2.004 -2.942 -0.011
H 4.345 1.439 1.249
H 3.650 0.288 2.453
H 2.646 1.506 1.952
H -1.994 -0.310 -0.553
H -2.079 0.572 -1.961
O -1.673 0.406 -1.114
H 3.209 3.187 -0.607
H 2.226 4.437 -0.423
O 2.593 3.649 -0.028
H -4.240 -1.760 2.590
H -3.209 -2.151 1.477
O -4.120 -2.239 1.766
H 0.214 -2.979 -2.741
H 1.586 -2.645 -2.220
O 1.149 -3.017 -2.984
H -2.696 1.393 2.224
H -3.184 1.061 3.643
O -2.402 1.207 3.119
H -0.732 -1.725 1.429
H -1.133 -0.421 1.960
O -0.918 -0.830 1.104
H 0.319 -1.080 -4.322
H -0.283 -0.886 -3.066
O 0.120 -0.333 -3.752
H -4.260 -0.310 -0.533
H -3.728 -1.734 -0.252
O -4.015 -1.141 -0.954
H -0.339 1.142 2.947
H 0.359 2.099 1.936
O 0.518 1.433 2.611
H -4.486 1.516 -0.023
H -2.966 1.009 0.017
O -3.707 1.388 0.516
H -1.157 2.151 0.159
H -0.167 2.873 -0.867
O -0.485 2.820 0.050
H 0.151 0.852 -2.210
H 0.753 1.328 -0.873
O 0.723 1.509 -1.806
H 0.095 -3.818 0.263
H -1.405 -4.267 0.455
O -0.824 -3.574 0.134
H 3.501 2.121 -3.167
H 2.287 2.194 -2.253
O 3.119 2.658 -2.470

Forces on the atoms, in the same order (eV/Å):
C 0.2 0.1 -1.6
N -0.1 3.1 2.4
C 1.5 -1.9 -0.4
O -0.8 -0.1 1.1
C -0.1 -1.0 1.4
H -0.7 -0.4 -0.2
H 0.0 -0.2 0.6
H -0.3 -0.6 -0.5
H -0.7 0.3 -0.7
H 0.6 0.2 -0.4
H 0.6 0.0 -0.5
H 0.1 0.4 0.3
H 0.6 -0.2 -0.2
H -0.1 0.4 -1.0
H -0.3 -0.6 -1.0
H -0.9 -0.7 -0.1
O 1.4 0.9 0.7
H -0.2 0.8 -0.6
H 0.3 0.1 -0.6
O -0.1 -0.8 1.4
H 0.2 0.1 0.0
H 0.3 0.2 0.6
O -0.3 -0.4 -0.3
H 0.0 -0.4 0.0
H 0.3 0.2 0.0
O -0.4 0.0 0.0
H -0.7 0.3 -0.2
H -0.4 0.0 0.2
O 1.1 -0.4 -0.1
H -0.2 -0.4 -0.9
H -0.2 0.6 -0.3
O -0.1 -0.4 1.1
H 0.6 0.2 -0.9
H -0.3 0.5 0.3
O -0.6 -0.8 0.5
H -0.2 -0.6 0.3
H -0.7 0.1 0.0
O 0.4 0.0 -0.6
H -0.2 0.6 0.2
H -0.3 0.4 -0.2
O 0.5 -0.8 0.0
H 0.0 0.3 -0.3
H -0.5 0.5 -0.6
O 0.4 -0.1 1.0
H -0.3 -0.1 -0.8
H -0.6 -0.3 0.4
O 0.5 0.8 1.1
H 0.1 0.0 -0.2
H -0.4 0.2 0.6
O 0.9 0.0 -0.7
H -0.1 -0.4 0.4
H 0.2 -0.3 0.0
O -0.5 0.7 -0.2
H 0.2 0.1 -0.2
H 0.0 0.3 -0.3
O 0.0 -0.5 0.2